--- w ---
19
Properties=species:S:1:pos:R:3:nbo_charge:R:1 method="wB97M-V/def2-TZVPD" charge=-1 homo_energy_ev=-2.549 orbital_gap_ev=6.13 smiles="C=NCC[C@H](N)C[O-]"
C -2.21 -0.87 -2.28 -0.0760
N -2.45 -0.82 -1.05 -0.3898
C -1.36 -0.75 -0.07 -0.2621
C -0.21 0.22 -0.23 -0.4352
C 0.91 -0.02 0.79 -0.0829
N 0.41 0.31 2.15 -0.8755
C 2.16 0.93 0.29 -0.0040
O 2.49 1.81 1.21 -0.9453
H -3.05 -0.88 -3.00 0.1460
H -1.21 -0.80 -2.78 0.1369
H -2.02 -0.44 0.84 0.2025
H -0.88 -1.70 0.12 0.1962
H 0.28 0.13 -1.20 0.1905
H -0.61 1.21 -0.07 0.2063
H 1.26 -1.07 0.90 0.1474
H 0.61 1.31 2.21 0.3806
H 1.08 -0.12 2.77 0.3421
H 3.03 0.25 0.07 0.0607
H 1.78 1.32 -0.67 0.0616

--- x ---
19
Properties=species:S:1:pos:R:3:nbo_charge:R:1 method="wB97M-V/def2-TZVPD" charge=-1 homo_energy_ev=-2.532 orbital_gap_ev=6.24
N 0.40 -0.10 -2.47 -0.8351
C 1.67 -0.18 -1.92 0.2728
N 2.00 -0.47 -0.75 -0.4980
C 1.22 -0.67 0.47 -0.2607
C 0.46 0.47 1.14 -0.4176
C -0.96 0.18 1.68 -0.4617
C -2.09 0.05 0.52 0.0534
O -2.76 -1.07 0.43 -0.9119
H -0.31 -0.01 -1.79 0.3924
H 0.32 0.61 -3.18 0.3614
H 2.46 -0.23 -2.67 0.1361
H 0.58 -1.52 0.29 0.2042
H 1.96 -1.03 1.18 0.1794
H 0.36 1.37 0.52 0.1884
H 1.05 0.92 1.95 0.1808
H -1.04 -0.77 2.20 0.2035
H -1.25 1.11 2.16 0.1770
H -1.46 0.29 -0.41 -0.0053
H -2.61 1.05 0.65 0.0410

--- y ---
19
Properties=species:S:1:pos:R:3:nbo_charge:R:1 method="wB97M-V/def2-TZVPD" charge=-1 homo_energy_ev=-2.174 orbital_gap_ev=5.65
H 2.65 -1.27 2.82 0.3061
N 2.62 -1.50 1.82 -0.7405
C 1.59 -1.03 1.23 0.3025
N 0.48 -0.43 1.77 -0.6256
C -0.61 0.29 1.11 -0.2224
C -1.13 -0.33 -0.23 -0.4179
C -0.34 -0.11 -1.50 -0.4415
C -0.42 1.37 -1.99 -0.0051
O 0.52 1.64 -2.90 -0.9591
H 1.43 -1.33 0.21 0.1789
H 0.44 -0.20 2.75 0.3695
H -0.46 1.37 0.99 0.1911
H -1.50 0.45 1.74 0.1848
H -2.11 0.14 -0.48 0.1998
H -1.36 -1.41 -0.09 0.1845
H -0.62 -0.82 -2.26 0.1880
H 0.71 -0.40 -1.38 0.1809
H -1.47 1.43 -2.43 0.0476
H -0.40 2.11 -1.17 0.0783

Top of the stability list: y, leading by 10.0 kJ/mol.

--- w ---
10
Properties=species:S:1:pos:R:3:nbo_charge:R:1 method="wB97M-V/def2-TZVPD" homo_energy_ev=-9.299 orbital_gap_ev=9.89 smiles="CN=C=S.S"
C -2.43 -0.27 -0.30 -0.4176
N -1.08 -0.08 0.15 -0.4534
C -0.15 -0.76 0.47 0.2255
S 1.03 -1.69 0.82 -0.0013
H -2.56 -1.42 -0.15 0.2100
H -3.16 0.23 0.29 0.2146
H -2.53 0.20 -1.35 0.2225
S 4.21 1.01 0.32 -0.2843
H 3.77 1.80 -0.70 0.1444
H 2.90 0.98 0.46 0.1396

--- x ---
10
Properties=species:S:1:pos:R:3:nbo_charge:R:1 method="wB97M-V/def2-TZVPD" homo_energy_ev=-8.538 orbital_gap_ev=9.13 smiles="CC(=S)NS"
C -1.71 -0.82 1.16 -0.6911
C -0.46 -0.37 0.50 0.1074
S 1.04 -0.95 0.85 -0.1734
N -0.66 0.46 -0.51 -0.6905
S 0.45 1.28 -1.43 0.1699
H -1.54 -1.58 1.87 0.2534
H -2.04 -0.04 1.85 0.2347
H -2.56 -1.07 0.55 0.2289
H -1.56 0.73 -0.51 0.3932
H 1.50 0.57 -0.94 0.1675

Top of the stability list: x, leading by 30.4 kJ/mol.

--- w ---
10
Properties=species:S:1:pos:R:3:nbo_charge:R:1 method="wB97M-V/def2-TZVPD" homo_energy_ev=-8.903 orbital_gap_ev=9.32
C 1.34 1.05 0.11 -0.7206
S 1.24 -0.55 -0.82 0.2023
C -0.10 -1.31 -0.08 -0.1236
N -1.36 -1.18 0.07 -0.4767
S -2.17 0.29 -0.63 0.0982
H 1.99 1.74 -0.48 0.2417
H 0.28 1.33 0.17 0.2367
H 1.68 0.76 1.13 0.2245
H 0.26 -2.26 0.30 0.1951
H -3.15 0.13 0.23 0.1224

--- x ---
10
Properties=species:S:1:pos:R:3:nbo_charge:R:1 method="wB97M-V/def2-TZVPD" homo_energy_ev=-8.619 orbital_gap_ev=8.61
C 0.24 -0.67 0.26 -0.3310
C -0.97 0.46 0.07 -0.2961
H 2.50 0.05 0.52 0.4051
H 1.61 -1.17 -1.20 0.4083
H 0.02 -1.15 1.26 0.2256
H -0.27 -1.49 -0.13 0.2212
H -1.84 2.25 -0.26 0.1907
N 1.52 -0.24 -0.35 -0.8890
S -0.37 2.13 -0.04 0.0710
S -2.45 -0.17 -0.15 -0.0057

Top of the stability list: w, leading by 275.4 kJ/mol.

--- w ---
22
Properties=species:S:1:pos:R:3:nbo_charge:R:1 method="wB97M-V/def2-TZVPD" charge=+1 homo_energy_ev=-13.129 orbital_gap_ev=9.49 smiles="C=CCC(F)(F)C1=[NH+]CCN1"
C 0.72 3.62 -1.66 -0.3476
C 1.19 2.46 -1.19 -0.2213
C 0.27 1.13 -1.18 -0.4991
C 0.47 0.73 0.35 0.6711
F 1.63 0.70 0.87 -0.2794
F -0.44 1.58 1.06 -0.3490
C -0.08 -0.67 0.62 0.5061
N -1.35 -0.92 0.71 -0.5107
C -1.58 -2.25 1.17 -0.2098
C -0.14 -2.93 0.72 -0.2085
N 0.69 -1.78 0.57 -0.5251
H 1.23 4.54 -1.32 0.2259
H -0.10 3.69 -2.37 0.2146
H 2.08 2.33 -0.47 0.2224
H -0.87 1.20 -1.42 0.2565
H 0.77 0.41 -1.89 0.2439
H -2.06 -0.17 0.80 0.4590
H -2.39 -2.69 0.69 0.2295
H -1.79 -2.26 2.21 0.2197
H 0.30 -3.61 1.35 0.2329
H -0.28 -3.37 -0.20 0.2112
H 1.71 -1.73 0.55 0.4578

--- x ---
22
Properties=species:S:1:pos:R:3:nbo_charge:R:1 method="wB97M-V/def2-TZVPD" charge=+1 homo_energy_ev=-12.539 orbital_gap_ev=8.86
C -0.94 -1.39 2.13 -0.6656
C -0.17 -1.43 0.80 0.1076
N -1.12 -1.68 -0.37 -0.7147
N 0.45 -0.24 0.35 -0.5677
C 1.26 0.51 0.98 0.6836
F 1.75 0.28 2.16 -0.2829
C 1.76 1.66 0.33 -0.3096
C 1.17 2.23 -0.76 -0.0962
C -0.04 1.69 -1.32 -0.3304
C -0.14 1.28 -2.61 0.2623
F -1.20 0.72 -3.14 -0.3113
H -0.39 -1.03 3.04 0.2745
H -1.25 -2.45 2.41 0.2469
H -1.61 -0.62 2.08 0.2234
H 0.41 -2.41 0.81 0.2190
H -2.13 -1.50 -0.14 0.4456
H -1.04 -2.61 -0.94 0.4581
H -0.91 -0.96 -1.07 0.4644
H 2.80 1.94 0.63 0.2518
H 1.74 3.03 -1.32 0.2520
H -0.99 1.45 -0.80 0.2220
H 0.62 1.54 -3.25 0.1670

Top of the stability list: w, leading by 92.5 kJ/mol.

--- w ---
9
Properties=species:S:1:pos:R:3:nbo_charge:R:1 method="wB97M-V/def2-TZVPD" homo_energy_ev=-9.341 orbital_gap_ev=9.55 smiles="O=C(S)CS"
O -0.41 1.74 -0.16 -0.5077
C -0.64 0.61 -0.30 0.4290
S -2.37 0.05 -0.26 -0.0462
C 0.41 -0.41 0.19 -0.6873
S 2.01 0.12 -0.42 -0.0198
H -1.98 -1.25 -0.85 0.1505
H 0.39 -1.66 -0.18 0.2476
H 0.45 -0.50 1.37 0.2751
H 2.14 1.30 0.62 0.1589

--- x ---
9
Properties=species:S:1:pos:R:3:nbo_charge:R:1 method="wB97M-V/def2-TZVPD" homo_energy_ev=-8.579 orbital_gap_ev=8.42 smiles="CC(=S)SO"
C 0.74 -0.58 0.33 -0.7524
C 0.49 0.15 -0.91 -0.1842
S 1.05 0.15 -2.40 0.0982
S -1.03 1.56 -0.60 0.4457
O -1.46 1.01 0.89 -0.8808
H 0.51 0.05 1.21 0.2742
H 1.74 -1.12 0.32 0.2542
H 0.06 -1.48 0.24 0.2550
H -2.11 0.25 0.92 0.4900

Top of the stability list: x, leading by 12.8 kJ/mol.

--- w ---
9
Properties=species:S:1:pos:R:3:nbo_charge:R:1 method="wB97M-V/def2-TZVPD" homo_energy_ev=-9.522 orbital_gap_ev=10.07 smiles=S[C@H]1O[C@@H]1S
S 1.70 1.19 -0.95 0.0379
C 0.48 0.01 -0.80 -0.1717
O 0.72 -1.36 -0.23 -0.4795
C -0.18 -0.50 0.44 -0.0422
S -1.94 -0.95 0.42 0.0010
H 1.08 1.99 0.06 0.1389
H 0.03 -0.06 -1.77 0.2053
H 0.18 -0.05 1.31 0.1933
H -2.07 -0.26 1.52 0.1170

--- x ---
9
Properties=species:S:1:pos:R:3:nbo_charge:R:1 method="wB97M-V/def2-TZVPD" homo_energy_ev=-8.493 orbital_gap_ev=8.52 smiles="C=CSOS"
C -1.27 -0.37 1.36 -0.4055
C -0.04 -0.35 0.93 -0.2597
S 0.56 -1.39 -0.78 0.4645
O 0.61 -0.15 -1.84 -0.8369
S 1.41 1.31 -1.54 0.2887
H -1.23 0.07 2.36 0.2054
H -2.25 -0.84 1.04 0.2315
H 0.63 0.29 1.36 0.1893
H 1.57 1.44 -2.90 0.1227

Top of the stability list: w, leading by 164.6 kJ/mol.